# 1
C39H30BF4O25 | the ωB97M-V functional and the def2-TZVPD basis

Structure (XYZ):
```
99
C39H30BF4O25 the ωB97M-V functional and the def2-TZVPD basis
B 0.178 0.089 0.627
F 1.427 -0.360 0.310
F -0.329 0.700 -0.541
F -0.597 -1.021 0.962
F 0.370 0.923 1.668
C 2.468 2.103 -5.799
C 3.344 3.279 -6.104
C 3.755 4.321 -5.123
O 4.387 5.275 -5.476
C 3.223 4.216 -3.867
C 2.398 2.965 -3.403
C 1.943 1.953 -4.440
O 1.169 0.938 -4.123
O 1.930 2.770 -2.110
O 3.948 3.340 -7.355
H 2.170 1.277 -6.586
H 3.506 5.040 -3.173
H 1.607 1.995 -2.105
H 4.403 4.191 -7.210
C -4.118 2.441 -5.931
C -4.799 1.103 -5.672
C -4.307 0.249 -4.680
O -4.971 -0.843 -4.399
C -3.042 0.449 -4.040
C -2.367 1.807 -4.193
C -2.810 2.741 -5.262
O -2.267 3.763 -5.488
O -1.328 2.258 -3.480
O -5.975 0.786 -6.234
H -4.585 2.906 -6.706
H -2.425 -0.167 -3.355
H -0.832 1.614 -2.940
H -6.303 0.026 -5.873
C -4.522 1.775 4.087
C -3.110 1.143 3.843
C -2.066 1.275 4.840
O -1.015 0.769 4.747
C -2.290 2.193 5.941
C -3.668 2.867 6.182
C -4.856 2.479 5.359
O -6.031 2.861 5.493
O -3.875 3.722 7.265
O -2.884 0.436 2.698
H -5.363 1.592 3.417
H -1.497 2.633 6.543
H -3.213 3.552 7.782
H -1.968 0.029 2.617
C 2.755 -4.393 -3.596
C 2.842 -2.984 -3.099
C 4.119 -2.397 -2.711
O 4.207 -1.290 -2.321
C 5.333 -3.163 -3.021
C 5.265 -4.587 -3.365
C 3.982 -5.216 -3.772
O 3.955 -6.308 -4.128
O 6.546 -5.269 -3.578
O 1.765 -2.218 -2.899
H 1.757 -4.987 -3.928
H 6.257 -2.798 -2.950
H 7.275 -4.773 -3.337
H 1.849 -1.487 -2.127
C -3.377 -6.322 1.282
C -2.198 -6.818 0.303
C -1.179 -5.867 -0.129
O -0.371 -6.143 -0.990
C -1.204 -4.542 0.481
C -2.221 -4.048 1.532
C -3.279 -4.996 1.919
O -4.207 -4.627 2.607
O -2.115 -2.901 2.169
O -2.286 -8.128 -0.103
H -4.282 -6.994 1.641
H -0.404 -3.672 0.340
H -1.622 -2.261 1.722
H -1.576 -8.457 -0.766
C 1.088 4.710 4.925
C 0.568 3.962 3.660
C -0.730 4.142 3.090
O -1.103 3.499 2.218
C -1.567 5.059 3.859
C -1.179 5.856 5.108
C 0.130 5.588 5.642
O 0.512 6.219 6.611
O -1.996 6.812 5.537
O 1.504 3.284 2.912
H 1.863 4.799 5.471
H -2.546 5.340 3.346
H -2.676 7.108 4.861
H 0.986 2.935 2.012
C 3.646 -3.540 4.704
C 3.694 -3.645 3.208
O 4.245 -4.573 2.600
C 2.812 -2.615 2.445
H 3.976 -2.511 4.964
H 4.088 -4.513 5.285
H 2.551 -3.531 5.101
H 2.696 -3.008 1.326
H 3.143 -1.565 2.117
H 1.894 -2.591 3.084
```

HOMO-LUMO gap: 5.787 eV
net charge: -1
LUMO: -0.9186 eV

---

# 2
C23H58N6O9S | the ωB97M-V functional and the def2-TZVPD basis

Structure (XYZ):
```
97
C23H58N6O9S the ωB97M-V functional and the def2-TZVPD basis
S 0.978 1.989 0.685
O 0.378 0.967 1.547
O 2.214 1.404 0.248
O -0.009 2.247 -0.400
O 1.216 3.219 1.451
C 5.328 -1.705 3.480
C 5.410 -2.922 2.700
O 5.904 -4.003 3.024
N 4.708 -2.729 1.354
H 4.294 -1.815 1.242
H 5.354 -2.786 0.579
C 3.551 -3.784 1.228
H 5.999 -1.822 4.331
H 4.368 -1.447 3.926
H 5.635 -0.920 2.788
H 3.235 -3.466 0.234
H 2.846 -3.438 1.985
H 3.766 -4.848 1.324
C 4.644 6.273 4.547
C 5.253 7.120 3.509
O 5.959 8.089 3.811
N 5.050 6.787 2.084
H 5.906 6.597 1.583
H 4.542 5.922 1.964
C 4.324 7.946 1.295
H 3.588 6.155 4.304
H 4.794 6.614 5.572
H 5.085 5.276 4.571
H 3.552 7.516 0.656
H 5.047 8.357 0.590
H 3.977 8.739 1.957
C -5.209 0.411 3.229
C -4.716 -0.127 4.563
O -5.427 -0.727 5.322
N -3.228 0.046 4.996
H -2.986 -0.732 5.594
H -2.559 0.075 4.239
C -3.039 1.422 5.695
H -5.774 -0.431 2.830
H -4.448 0.578 2.466
H -5.734 1.337 3.466
H -3.416 2.022 4.867
H -1.963 1.518 5.835
H -3.555 1.347 6.652
C -4.424 6.110 -1.169
C -5.231 5.050 -1.939
O -6.478 4.819 -1.832
N -4.377 4.315 -2.928
H -3.532 4.021 -2.461
H -4.945 3.531 -3.216
C -4.112 5.096 -4.173
H -3.678 5.703 -0.486
H -5.057 6.694 -0.502
H -3.984 6.786 -1.902
H -4.978 5.557 -4.648
H -3.462 4.544 -4.852
H -3.533 5.965 -3.861
C 7.901 3.412 -5.779
C 6.833 3.768 -4.702
O 6.889 4.773 -3.963
N 5.672 2.711 -4.579
H 5.997 1.871 -5.037
H 5.501 2.451 -3.618
C 4.285 3.122 -5.132
H 7.405 2.942 -6.628
H 8.572 2.646 -5.389
H 8.513 4.272 -6.050
H 3.572 2.322 -4.932
H 4.251 3.681 -6.067
H 3.946 3.859 -4.405
C -4.220 -9.047 1.795
C -3.970 -8.616 0.326
C -3.624 -7.098 0.145
N -3.656 -6.441 -1.269
C -4.997 -6.813 -1.910
C -2.370 -6.867 -2.174
C -2.130 -5.662 -3.200
C -2.852 -4.379 -2.536
C -3.586 -4.874 -1.219
H -5.187 -8.666 2.124
H -3.473 -8.687 2.502
H -4.374 -10.117 1.936
H -4.802 -8.998 -0.266
H -3.115 -9.180 -0.047
H -2.769 -6.667 0.666
H -4.394 -6.552 0.690
H -5.850 -6.474 -1.322
H -5.046 -7.888 -2.082
H -4.897 -6.393 -2.911
H -2.495 -7.823 -2.682
H -1.616 -6.926 -1.389
H -2.588 -5.998 -4.130
H -1.075 -5.446 -3.369
H -3.612 -3.998 -3.218
H -2.077 -3.629 -2.380
H -4.605 -4.527 -1.390
H -3.009 -4.525 -0.363
```

HOMO-LUMO gap: 3.674 eV
net charge: +4
LUMO: -7.6993 eV

---

# 3
C38H58BiCl3N7O4P2Si2Te | the ωB97M-V functional and the def2-TZVPD basis

Structure (XYZ):
```
116
C38H58BiCl3N7O4P2Si2Te the ωB97M-V functional and the def2-TZVPD basis
Bi 0.636 -0.779 0.227
C -0.857 2.182 4.229
N -1.795 1.306 3.522
C -2.511 2.022 2.467
P -1.188 -0.201 3.251
O 0.084 -0.305 2.486
O -2.371 -0.914 2.441
P -2.939 -1.456 1.048
O -2.066 -1.036 -0.079
N -2.994 -3.092 1.167
C -1.708 -3.788 1.094
C -3.922 -3.708 2.110
N -4.430 -0.787 1.001
C -5.124 -0.748 -0.283
C -5.302 -0.624 2.156
N -1.094 -0.944 4.692
C 0.105 -1.674 5.094
C -2.069 -0.735 5.754
H -1.405 3.031 4.636
H -0.074 2.547 3.557
H -0.388 1.649 5.055
H -3.138 2.785 2.931
H -3.153 1.349 1.904
H -1.821 2.515 1.777
H -1.124 -3.429 0.250
H -1.896 -4.850 0.933
H -1.125 -3.674 2.016
H -4.895 -3.227 2.060
H -3.551 -3.663 3.139
H -4.053 -4.754 1.835
H -4.405 -0.835 -1.092
H -5.644 0.207 -0.378
H -5.855 -1.557 -0.366
H -4.742 -0.734 3.081
H -6.118 -1.353 2.144
H -5.741 0.376 2.137
H 0.824 -1.688 4.280
H -0.152 -2.700 5.363
H 0.560 -1.191 5.962
H -2.876 -0.095 5.407
H -1.593 -0.258 6.614
H -2.485 -1.691 6.079
N 4.510 8.802 2.507
C 4.115 7.760 2.236
C 3.619 6.453 1.895
C 3.110 5.626 2.892
C 2.633 4.369 2.561
C 2.654 3.937 1.239
C 3.163 4.769 0.247
C 3.650 6.023 0.571
C 2.123 2.593 0.875
C 0.895 2.580 0.194
C 0.100 3.697 -0.135
C -1.060 3.221 -0.720
C -0.944 1.829 -0.732
N 0.222 1.433 -0.204
C 2.860 1.492 1.271
C 4.046 1.505 2.057
C 4.404 0.201 2.290
C 3.453 -0.588 1.620
N 2.552 0.159 0.989
H 3.092 5.969 3.917
H 2.243 3.719 3.333
H 3.184 4.429 -0.780
H 4.054 6.669 -0.194
H 0.361 4.725 0.051
H -1.889 3.794 -1.096
H -1.666 1.098 -1.059
H 4.549 2.392 2.403
H 5.249 -0.165 2.845
H 3.419 -1.665 1.568
Cl 6.791 -5.649 0.242
C 5.329 -4.746 0.016
C 5.338 -3.610 -0.771
C 4.164 -2.897 -0.944
Cl 4.190 -1.496 -1.963
C 2.950 -3.266 -0.357
O 1.821 -2.615 -0.516
C 3.003 -4.435 0.430
Cl 1.547 -4.959 1.218
C 4.157 -5.169 0.622
H 6.246 -3.280 -1.255
H 4.141 -6.057 1.236
C -4.431 -0.773 -4.394
Si -2.835 -1.738 -4.239
C -2.301 -2.392 -5.904
C -3.059 -3.146 -3.025
C -1.491 -0.531 -3.660
Te 0.103 -1.499 -2.620
C 1.597 -0.874 -4.010
Si 1.978 0.973 -4.309
C 3.387 1.577 -3.246
C 0.514 2.082 -3.959
C 2.477 1.045 -6.108
H -5.241 -1.428 -4.716
H -4.344 0.029 -5.128
H -4.726 -0.322 -3.447
H -2.985 -3.160 -6.266
H -1.306 -2.840 -5.853
H -2.273 -1.594 -6.647
H -4.027 -3.623 -3.187
H -3.024 -2.800 -1.990
H -2.288 -3.908 -3.143
H -1.900 0.281 -3.062
H -1.007 -0.083 -4.528
H 1.240 -1.316 -4.943
H 2.501 -1.418 -3.725
H 3.114 1.635 -2.190
H 3.651 2.584 -3.576
H 4.277 0.958 -3.339
H 0.050 1.834 -3.003
H -0.256 2.048 -4.730
H 0.864 3.114 -3.891
H 3.295 0.348 -6.298
H 2.818 2.040 -6.395
H 1.650 0.773 -6.765
```

HOMO-LUMO gap: 6.330 eV
net charge: +1
LUMO: -3.5502 eV

---

# 4
C5H5NO | the ωB97M-V functional and the def2-TZVPD basis

Structure (XYZ):
```
12
C5H5NO the ωB97M-V functional and the def2-TZVPD basis
O 1.566 -0.272 1.876
C 1.026 -0.453 0.877
C 0.252 -0.700 -0.217
C -1.061 0.207 -0.187
C -0.038 0.456 -1.211
C 0.813 1.638 -1.238
N 1.409 2.629 -1.257
H -1.338 -1.533 2.023
H 0.193 -1.745 -0.517
H -0.980 0.943 0.625
H -1.643 -1.199 1.425
H -0.200 0.027 -2.200
```

HOMO-LUMO gap: 7.955 eV
LUMO: -0.4770 eV

---

# 5
C21H45N3 | the ωB97M-V functional and the def2-TZVPD basis

Structure (XYZ):
```
69
C21H45N3 the ωB97M-V functional and the def2-TZVPD basis
C -5.964 -0.607 -1.266
H -5.230 -0.357 -2.027
C -6.160 0.550 -0.293
C -4.886 0.906 0.476
C -3.834 1.580 -0.402
H -4.274 2.489 -0.822
H -3.555 0.930 -1.230
C -2.552 1.948 0.356
C -1.746 2.976 -0.447
C -0.622 3.627 0.351
H -1.020 4.117 1.237
H -0.114 4.375 -0.254
H 0.117 2.897 0.672
H -2.423 3.764 -0.784
H -1.343 2.487 -1.335
H -2.828 2.402 1.316
C -1.729 0.682 0.666
N -1.371 -0.034 -0.552
C 0.020 -0.004 -0.901
N 0.826 -0.913 -0.088
C 0.410 -2.276 -0.369
H 0.535 -2.525 -1.440
C -1.067 -2.461 0.032
N -1.256 -2.325 1.472
H -0.779 -1.487 1.789
H -0.830 -3.113 1.950
C -1.556 -3.848 -0.384
H -0.939 -4.620 0.072
H -1.515 -3.965 -1.463
H -2.582 -3.984 -0.052
C -1.900 -1.375 -0.686
H -1.922 -1.613 -1.756
H -2.921 -1.399 -0.307
H 1.034 -2.964 0.213
C 2.252 -0.709 -0.293
H 2.770 -1.617 0.026
C 2.803 0.485 0.503
C 4.004 1.118 -0.213
C 5.214 0.198 -0.367
C 6.343 0.881 -1.136
C 7.557 -0.028 -1.285
H 7.944 -0.311 -0.309
H 8.348 0.475 -1.836
H 7.290 -0.936 -1.822
H 5.983 1.170 -2.126
H 6.636 1.794 -0.612
H 4.921 -0.710 -0.897
H 5.583 -0.092 0.617
H 3.684 1.447 -1.206
H 4.310 2.010 0.340
C 3.147 0.100 1.947
C 1.910 -0.206 2.781
H 1.346 -1.016 2.327
H 2.193 -0.496 3.790
H 1.265 0.668 2.843
H 3.694 0.926 2.409
H 3.802 -0.773 1.946
H 2.021 1.251 0.549
H 2.465 -0.567 -1.367
H 0.105 -0.277 -1.974
H 0.401 1.009 -0.779
H -0.830 0.959 1.224
H -2.325 0.038 1.314
H -5.146 1.584 1.293
H -4.481 -0.004 0.921
H -6.938 0.277 0.423
H -6.509 1.429 -0.840
H -6.902 -0.847 -1.762
H -5.621 -1.494 -0.736
```

HOMO-LUMO gap: 9.071 eV
LUMO: 0.8650 eV
SMILES string: CCCC[C@H](CC)CN1CN(C[C@@H](CC)CCCC)CC(C)(N)C1

---

# 6
C19H15N8O2Pd | the ωB97M-V functional and the def2-TZVPD basis

Structure (XYZ):
```
45
C19H15N8O2Pd the ωB97M-V functional and the def2-TZVPD basis
Pd -0.386 -1.511 -1.657
C -1.426 1.777 -4.338
C -1.151 0.471 -3.882
N -0.927 0.246 -2.604
C -0.951 1.308 -1.749
C -1.229 2.573 -2.232
N -1.470 2.815 -3.525
C -0.639 0.978 -0.364
C -0.521 1.894 0.703
C -0.161 1.462 2.045
C 0.114 0.128 2.187
C 0.010 -0.785 1.091
N -0.438 -0.309 -0.156
C 0.324 -2.134 1.092
C 0.751 -2.879 2.230
N 1.048 -4.162 2.180
C 0.924 -4.758 0.992
C 0.487 -4.069 -0.164
N 0.194 -2.789 -0.129
C -0.067 2.414 3.166
C -0.307 3.785 2.968
C -0.213 4.685 4.019
N 0.109 4.131 5.160
C 0.359 2.891 5.509
C 0.267 1.987 4.465
H -1.608 1.958 -5.391
H -1.103 -0.362 -4.568
H -1.262 3.428 -1.568
H -0.695 2.936 0.484
H 0.434 -0.273 3.138
H 0.837 -2.404 3.199
H 1.178 -5.810 0.933
H 0.394 -4.591 -1.106
H -0.569 4.212 2.011
H -0.379 5.755 3.949
H 0.611 2.644 6.534
H 0.463 0.957 4.722
N -0.247 -2.747 -3.354
N 0.831 -2.280 -4.151
C 1.907 -1.657 -3.517
O 2.969 -1.485 -4.036
O 1.687 -1.151 -2.308
H -0.136 -3.736 -3.136
H -1.101 -2.679 -3.904
H 1.087 -2.862 -4.940
```

expectation value of S²: 6.0488
HOMO-LUMO gap (spin up / spin down): 5.556 / 5.148 eV
net charge: +3
LUMO (spin up / spin down): -10.3309 / -13.2173 eV
spin multiplicity: 5

---

Computed E (eV) in order:
-103649.715 -62951.767 -144003.379 -8797.898 -26978.377 -39408.742